{"formula": "C14H27As3N2PdS4", "method": "the ωB97M-V functional and the def2-TZVPD basis", "homo_ev": [-11.727, -14.079], "gap_ev": [6.5692, 6.6629], "spin_multiplicity": 5, "energy_ev": -247255.40352, "total_charge": 2, "e_above_lowest_kcal_mol": 27.4, "species": ["Pd", "C", "As", "C", "C", "C", "C", "C", "C", "C", "As", "C", "C", "H", "H", "H", "H", "H", "H", "H", "H", "H", "H", "H", "H", "H", "H", "H", "H", "S", "As", "S", "S", "S", "N", "C", "C", "N", "C", "C", "H", "H", "H", "H", "H", "H", "H", "H", "H", "H", "H"], "coordinates": [[-1.4827, 1.1579, -0.8542], [2.4717, 1.0602, -1.3583], [0.9199, 1.4881, -0.3020], [1.3704, 0.2836, 1.1300], [1.0872, 3.3617, 0.1979], [2.4157, 3.7539, 0.4487], [2.6418, 5.0961, 0.5943], [1.5760, 6.0051, 0.4805], [0.2596, 5.5732, 0.2661], [0.0518, 4.2080, 0.1047], [-1.7157, 3.6166, -0.3949], [-2.2026, 4.6927, -1.9479], [-3.0498, 4.3104, 0.7939], [3.3441, 1.1551, -0.7106], [2.6134, 1.6134, -2.2896], [2.3968, -0.0029, -1.6793], [2.4155, 0.3425, 1.3418], [1.1499, -0.7913, 0.8272], [0.8303, 0.6213, 1.9399], [3.2577, 3.1193, 0.3212], [3.6241, 5.4626, 0.7105], [1.7951, 7.0606, 0.5850], [-0.4852, 6.3217, 0.0794], [-3.2808, 4.5540, -2.0641], [-1.7219, 4.2586, -2.8004], [-1.9596, 5.7545, -1.8961], [-2.8605, 5.3614, 0.8557], [-2.9857, 3.9638, 1.8164], [-4.0000, 4.1417, 0.3589], [-4.9477, -2.4366, 0.2171], [-3.7835, -0.6770, -0.1588], [-3.1550, -0.0356, -2.1302], [-2.3327, -0.0527, 1.1682], [-5.7152, -0.3627, 0.5444], [-0.1408, -6.3712, 0.8063], [1.0920, -6.8027, -0.0017], [2.1477, -5.7491, 0.0494], [1.6898, -4.3865, -0.1412], [0.4210, -4.0452, 0.4500], [-0.6013, -5.1511, 0.1890], [0.1400, -6.2038, 1.7682], [-0.7960, -7.1911, 0.7769], [0.6545, -6.9179, -1.0021], [1.3677, -7.8042, 0.3605], [2.8575, -6.1126, -0.7366], [2.7744, -5.7738, 0.9766], [1.6102, -4.2247, -1.1170], [0.0782, -3.0554, 0.1141], [0.5715, -3.8381, 1.5469], [-0.8390, -5.3633, -0.8735], [-1.5696, -4.9882, 0.6387]], "mulliken_charge": [-0.492, -1.191, 1.085, -0.949, 0.372, -0.493, -0.742, -0.720, -0.453, 0.087, 0.958, -1.161, -1.158, 0.405, 0.378, 0.362, 0.463, 0.048, 0.413, 0.321, 0.459, 0.396, 0.384, 0.404, 0.357, 0.417, 0.423, 0.355, 0.436, -0.174, 0.865, -0.344, -0.367, -0.126, -0.140, -0.568, -0.684, -0.224, -0.353, -0.808, 0.357, 0.380, 0.370, 0.397, 0.357, 0.320, 0.310, 0.194, 0.283, 0.314, 0.473]}

{"formula": "C14H27B2BeCl5F9N2O20P3V", "method": "the ωB97M-V functional and the def2-TZVPD basis", "homo_ev": -1.496, "gap_ev": 2.1625, "spin_multiplicity": 1, "energy_ev": -201269.78120, "total_charge": -3, "species": ["O", "C", "O", "C", "N", "O", "B", "O", "O", "C", "O", "O", "P", "O", "Cl", "H", "H", "H", "H", "H", "H", "Be", "F", "B", "O", "C", "O", "C", "O", "O", "F", "F", "F", "P", "F", "F", "F", "F", "F", "O", "V", "O", "Cl", "C", "Cl", "Cl", "Cl", "H", "C", "C", "O", "C", "H", "H", "H", "H", "H", "H", "C", "N", "C", "C", "C", "C", "O", "H", "H", "H", "H", "H", "H", "H", "H", "H", "H", "H", "H", "H", "H", "O", "P", "O", "O", "O"], "coordinates": [[-1.1903, -2.8123, 4.8440], [-0.8029, -3.6966, 4.1136], [-0.8948, -4.9612, 4.4964], [-0.2706, -3.4103, 2.7134], [1.0626, -2.8011, 2.7019], [0.9098, -1.3961, 2.3892], [1.0665, -0.5395, 3.4821], [1.3162, -0.9628, 4.7493], [0.9398, 0.8030, 3.1813], [1.8975, -3.3216, 1.7073], [1.8625, -4.3876, 1.2003], [2.9343, -2.3925, 1.4093], [4.4457, -2.9167, 1.5973], [4.2871, -4.1519, 2.6129], [5.1079, -3.8175, -0.1403], [-0.3384, -5.5547, 3.9099], [-0.3255, -4.3130, 2.1125], [-0.9669, -2.6880, 2.2941], [2.0769, -1.5457, 4.8193], [1.8275, 1.1332, 3.0081], [4.9930, -4.0934, 3.2680], [5.0477, -0.7029, 3.1403], [0.8258, -6.1537, 2.9791], [3.3268, -2.4450, -4.7447], [3.9331, -2.6141, -3.3854], [4.1175, -1.4364, -2.8287], [4.6134, -1.2244, -1.7553], [3.6224, -0.3551, -3.8199], [3.6386, 0.8312, -3.6461], [3.1839, -0.9537, -4.9044], [2.1014, -3.0677, -4.8314], [4.1869, -2.9411, -5.7225], [1.7714, 2.6852, 5.7593], [0.3156, 2.9345, 6.5107], [-0.3473, 2.7299, 5.0275], [0.8903, 1.6793, 7.4149], [0.5229, 4.5205, 6.0344], [0.1990, 3.7224, 7.9771], [-1.2009, 2.3162, 6.9371], [0.5911, -0.7789, -3.4517], [0.2708, 0.7750, -3.1212], [-0.3007, 2.3439, -2.7183], [1.8216, 2.7945, -4.0578], [-5.1144, 1.4872, 6.1355], [-3.3940, 1.7775, 6.2295], [-6.0061, 2.9682, 5.6932], [-5.5152, 0.1833, 4.9994], [-5.4667, 1.1834, 7.1114], [1.7980, -5.9896, 5.9245], [2.9336, -5.9935, 6.9060], [3.9335, -5.3236, 6.7686], [2.7791, -6.8990, 8.1162], [2.0173, -5.3154, 5.1014], [1.6513, -6.9882, 5.5109], [0.8783, -5.6595, 6.4112], [2.6683, -7.9355, 7.7932], [1.8994, -6.6043, 8.6902], [3.6615, -6.8151, 8.7489], [-2.9724, 5.7842, -6.1697], [-2.4845, 4.8103, -7.2000], [-2.6177, 5.4445, -8.5349], [-3.3268, 3.5971, -7.1369], [-1.0357, 4.4666, -6.9903], [-0.7083, 3.7656, -5.6933], [-1.0473, 4.5708, -4.5886], [-3.9272, 6.1776, -6.5151], [-3.1162, 5.2637, -5.2299], [-2.2448, 6.5838, -6.0701], [-3.6641, 5.6848, -8.7004], [-2.2710, 4.7433, -9.2898], [-2.0151, 6.3500, -8.5547], [-3.2585, 3.2056, -6.1287], [-2.9760, 2.8680, -7.8655], [-4.3552, 3.8797, -7.3487], [-0.4988, 5.4147, -7.0497], [-0.7385, 3.8340, -7.8266], [0.3666, 3.5906, -5.6801], [-1.2153, 2.7965, -5.6127], [-0.7777, 4.0818, -3.7908], [-3.8567, 2.3994, -4.4584], [-5.3771, 2.4337, -4.2889], [-5.7809, 3.6423, -3.4577], [-5.8674, 1.1968, -3.5526], [-6.0261, 2.5055, -5.6685]], "mulliken_charge": [-0.577, 0.357, -0.537, -0.635, 0.933, -0.342, 0.283, -0.294, -0.433, 0.001, -0.373, 0.011, 0.244, -0.430, -0.268, 0.440, 0.485, 0.298, 0.252, 0.222, 0.343, -0.066, -0.895, 0.559, -0.399, 0.811, -0.596, 0.347, -0.548, -0.415, -0.334, -0.358, -0.323, 0.997, -0.316, -0.333, -0.366, -0.358, -0.403, -0.703, 1.685, -0.773, -0.330, 0.017, 0.153, -0.181, -0.150, 0.255, -0.764, 0.817, -0.590, -1.127, 0.037, 0.340, 0.355, 0.300, 0.304, 0.305, -0.872, 0.284, -0.961, -0.709, -0.875, -0.035, -0.477, 0.357, 0.363, 0.339, 0.384, 0.371, 0.374, 0.124, 0.268, 0.477, 0.437, 0.281, 0.378, 0.248, 0.316, -0.330, 0.747, -0.445, -0.449, -0.530]}

{"formula": "C14H27BrNO", "method": "the ωB97M-V functional and the def2-TZVPD basis", "homo_ev": [-8.605, -9.591], "gap_ev": [9.2858, 9.7452], "spin_multiplicity": 2, "energy_ev": -88533.82030, "total_charge": 0, "e_above_lowest_kcal_mol": 20.7, "species": ["C", "C", "C", "Br", "C", "C", "C", "C", "C", "C", "C", "N", "O", "C", "C", "C", "C", "H", "H", "H", "H", "H", "H", "H", "H", "H", "H", "H", "H", "H", "H", "H", "H", "H", "H", "H", "H", "H", "H", "H", "H", "H", "H", "H"], "coordinates": [[-1.1429, 3.5459, 0.1393], [-1.8694, 2.4147, -0.7020], [-0.7926, 1.5422, -1.4253], [-1.2372, 1.5404, -3.3691], [-0.6730, 0.0704, -0.8339], [-1.9384, -0.7068, -1.3826], [-2.3343, -1.9517, -0.5393], [0.5948, -0.5662, -1.5112], [1.7898, -0.6703, -0.5265], [2.8889, -1.5207, -1.2649], [2.4644, 0.6797, -0.1675], [1.3454, -1.4764, 0.6263], [2.3093, -1.9954, 1.2922], [0.3428, -0.8138, 1.4766], [-0.4853, -1.9749, 2.1671], [0.9670, -0.0190, 2.6845], [-0.6243, 0.1701, 0.7282], [-1.2679, 3.3262, 1.2183], [-0.0554, 3.5763, -0.0436], [-1.5428, 4.5474, -0.0816], [-2.5240, 1.8519, -0.0218], [-2.4650, 2.9423, -1.4645], [0.2265, 1.9617, -1.3656], [-2.7794, 0.0028, -1.5025], [-1.6596, -1.0879, -2.3826], [-2.8183, -1.7032, 0.4205], [-1.4316, -2.5675, -0.3600], [-3.0090, -2.5663, -1.1641], [0.9169, -0.0268, -2.4164], [0.3119, -1.6010, -1.7923], [2.5514, -2.5459, -1.4737], [3.8280, -1.5165, -0.6842], [3.1223, -0.9793, -2.2032], [1.7139, 1.4131, 0.1969], [2.8942, 1.1181, -1.0883], [3.2352, 0.5942, 0.6133], [-0.4878, -2.8955, 1.5665], [-0.0138, -2.2019, 3.1394], [-1.5149, -1.6418, 2.3914], [1.6589, -0.6338, 3.2756], [0.1043, 0.2026, 3.3479], [1.3894, 0.9320, 2.3267], [-0.3376, 1.1961, 1.0405], [-1.6509, 0.0344, 1.1154]], "mulliken_charge": [-1.192, -0.332, -1.096, -0.102, 2.470, -0.997, -1.181, -1.835, 1.380, -1.652, -1.574, 0.736, -0.669, 1.623, -1.605, -1.741, -2.278, 0.263, 0.286, 0.340, 0.220, 0.661, 0.432, 0.443, 0.457, 0.261, 0.180, 0.477, 0.496, 0.465, 0.395, 0.382, 0.394, 0.177, 0.366, 0.379, 0.387, 0.393, 0.301, 0.433, 0.423, 0.333, 0.090, 0.610]}